# 1
A cluster of 3 separate species, C11H27NO2S in total, computed with ωB97M-V/def2-TZVPD.

**Spin multiplicity**: 1
**Energy above the lowest of the compared OMol25 structures with the same formula, charge and spin**: 6.74 kcal/mol
**Energy**: -1038.3886 hartree

Each line ends with the Mulliken charge.
Atoms and positions in Å:
C1 15.19 6.31 48.45  -1.15
C2 15.79 7.76 48.68  -0.25
C3 16.42 7.88 49.94  -0.44
C4 17.33 8.96 50.01  -1.48
N1 17.83 9.38 51.40  0.35
C5 18.94 10.41 51.19  -1.02
C6 19.73 10.35 52.51  -0.57
C7 19.52 8.92 53.05  -0.80
C8 18.49 8.29 52.14  -0.67
C9 16.61 9.91 52.14  -0.81
H1 15.98 5.45 48.37  0.29
H2 14.75 6.29 47.43  0.39
H3 14.12 5.95 48.98  0.27
H4 15.06 8.68 48.37  0.33
H5 16.72 7.86 47.90  0.25
H6 17.01 7.19 50.31  0.56
H7 15.66 8.04 50.90  0.17
H8 17.01 9.82 49.37  0.51
H9 18.15 8.80 49.49  0.72
H10 18.51 11.39 51.22  0.45
H11 19.32 10.37 50.28  0.58
H12 19.59 11.09 53.21  0.43
H13 20.93 10.35 52.29  0.27
H14 19.07 8.94 53.96  0.29
H15 20.40 8.28 53.11  0.43
H16 17.71 7.56 52.41  0.59
H17 19.15 7.63 51.43  0.26
H18 16.87 10.74 52.89  0.32
H19 16.16 9.01 52.82  0.35
H20 15.90 10.50 51.53  0.30
O1 17.72 12.10 48.75  -0.92
H21 17.56 12.85 48.24  0.07
C10 20.47 15.61 47.55  -0.93
S1 19.36 15.16 48.86  0.70
O2 19.65 16.28 49.76  -0.70
C11 17.81 15.56 48.12  -1.02
H22 20.22 14.85 46.68  0.28
H23 21.56 15.75 47.89  0.30
H24 20.36 16.64 47.22  0.32
H25 17.85 16.59 47.80  0.38
H26 16.90 15.54 48.69  0.35
H27 17.67 14.74 47.32  0.27

# 2
A structure of composition C11H28AlN2O2, computed with ωB97M-V/def2-TZVPD.

**Net charge**: -1
**Spin multiplicity**: 1
**Energy above the lowest of the compared OMol25 structures with the same formula, charge and spin**: 116.15 kcal/mol
**Energy**: -938.2347 hartree

Each line ends with the Mulliken charge.
Atoms and positions in Å:
C1 1.44 1.45 1.98  -0.44
C2 0.41 2.07 1.98  -0.01
C3 -0.81 2.89 1.91  -0.72
Al1 -2.42 1.60 1.93  -0.12
H1 2.25 0.90 1.56  0.33
H2 -0.78 3.35 0.92  0.24
H3 -0.83 3.65 2.70  0.32
H4 -1.87 0.11 2.26  -0.18
H5 -3.06 1.56 0.43  -0.19
H6 -3.51 2.11 3.00  -0.20
C4 6.71 1.41 -1.99  -1.40
C5 5.36 1.68 -1.33  0.37
C6 5.39 1.57 0.20  -0.74
O1 5.41 0.25 0.70  -0.34
C7 6.69 -0.36 0.72  -0.69
N1 4.36 0.79 -1.92  -0.76
H7 6.96 0.35 -2.01  0.28
H8 6.70 1.75 -3.03  0.36
H9 7.51 1.95 -1.47  0.34
H10 5.08 2.71 -1.58  0.39
H11 4.47 2.01 0.59  0.39
H12 6.22 2.16 0.63  0.39
H13 7.48 0.36 0.95  0.31
H14 6.90 -0.87 -0.22  0.22
H15 6.68 -1.12 1.51  0.25
H16 3.44 1.03 -1.55  0.29
H17 4.53 -0.15 -1.55  0.32
C8 -5.47 -3.16 -1.66  -1.40
C9 -5.11 -3.16 -0.18  0.34
C10 -5.86 -2.09 0.64  -0.70
O2 -5.37 -0.78 0.48  -0.27
C11 -5.84 -0.10 -0.66  -0.75
N2 -3.65 -3.01 -0.05  -0.75
H18 -5.02 -2.33 -2.20  0.27
H19 -5.12 -4.07 -2.13  0.36
H20 -6.56 -3.11 -1.79  0.34
H21 -5.39 -4.13 0.23  0.38
H22 -5.72 -2.33 1.70  0.33
H23 -6.94 -2.13 0.46  0.39
H24 -6.88 -0.37 -0.90  0.36
H25 -5.19 -0.29 -1.52  0.23
H26 -5.79 0.97 -0.44  0.26
H27 -3.40 -3.10 0.93  0.29
H28 -3.42 -2.04 -0.26  0.34

# 3
A structure of composition C11H28N2O3Si2Zn, computed with ωB97M-V/def2-TZVPD.

**Spin multiplicity**: 1
**Energy**: -3129.6179 hartree

Each line ends with the Mulliken charge.
Atoms and positions in Å:
Zn1 0.18 1.31 0.26  0.83
N1 2.50 1.60 0.35  -0.57
C1 2.71 3.00 -0.06  -0.36
C2 1.45 3.86 0.17  0.54
O1 1.59 5.06 0.25  -0.68
O2 0.33 3.22 0.22  -0.82
H1 2.67 1.52 1.35  0.22
H2 3.15 0.99 -0.11  0.21
H3 2.88 3.03 -1.14  0.26
H4 3.55 3.48 0.43  0.33
C3 -2.49 2.15 -2.16  -0.87
C4 -2.91 1.84 -0.75  0.82
N2 -4.24 1.68 -0.53  -0.43
O3 -2.11 1.71 0.16  -0.67
H5 -3.33 2.28 -2.84  0.41
H6 -1.86 1.34 -2.52  0.04
H7 -1.88 3.06 -2.15  0.24
H8 -4.92 1.90 -1.23  0.18
H9 -4.55 1.53 0.41  0.24
C5 1.67 -2.80 -1.16  -1.16
Si1 0.32 -1.48 -1.31  0.23
C6 0.97 -0.18 -2.54  -1.02
C7 -1.19 -2.31 -2.11  -1.13
C8 -0.24 -0.65 0.28  0.44
Si2 0.10 -1.32 2.00  0.03
C9 0.45 0.12 3.19  -1.15
C10 -1.46 -2.20 2.62  -1.14
C11 1.56 -2.51 2.15  -1.09
H10 1.96 -3.14 -2.15  0.36
H11 1.31 -3.66 -0.60  0.27
H12 2.56 -2.42 -0.65  0.31
H13 0.75 -0.45 -3.58  0.41
H14 2.05 -0.06 -2.45  0.29
H15 0.52 0.80 -2.35  0.17
H16 -0.97 -2.65 -3.12  0.35
H17 -2.04 -1.63 -2.15  0.28
H18 -1.50 -3.19 -1.53  0.30
H19 -1.33 -0.65 0.21  0.35
H20 -0.17 0.99 2.95  0.33
H21 1.50 0.43 3.15  0.25
H22 0.24 -0.15 4.23  0.41
H23 -2.29 -1.49 2.70  0.30
H24 -1.31 -2.65 3.60  0.34
H25 -1.76 -2.99 1.92  0.32
H26 2.47 -2.11 1.71  0.30
H27 1.34 -3.47 1.67  0.29
H28 1.76 -2.72 3.21  0.39

# 4
A structure of composition C11H28N4OS2Ti, computed with ωB97M-V/def2-TZVPD.

**Net charge**: +4
**Spin multiplicity**: 1
**Energy above the lowest of the compared OMol25 structures with the same formula, charge and spin**: 0.00 kcal/mol
**Energy**: -2374.4546 hartree

Each line ends with the Mulliken charge.
Atoms and positions in Å:
Ti1 -0.57 -1.12 1.00  1.00
N1 -1.73 -0.85 2.77  -0.46
C1 -2.87 -1.74 2.89  -0.58
C2 -3.39 -2.22 1.52  -0.45
N2 -2.31 -2.31 0.51  -0.47
H1 -1.06 -1.06 3.55  0.44
H2 -1.98 0.15 2.90  0.32
H3 -3.72 -1.30 3.42  0.34
H4 -2.67 -2.67 3.46  0.45
H5 -4.17 -1.53 1.20  0.38
H6 -3.87 -3.13 1.69  0.38
H7 -2.62 -2.03 -0.42  0.35
H8 -1.96 -3.26 0.40  0.41
O1 -0.88 0.24 -0.11  -0.26
S1 -1.28 1.53 -1.09  0.36
C3 -2.96 2.00 -0.45  -0.42
C4 -2.79 3.22 0.46  -0.48
C5 -1.45 3.93 0.18  -0.78
C6 -0.40 2.97 -0.44  -0.37
H9 -3.45 1.11 -0.02  0.28
H10 -3.53 2.24 -1.35  0.45
H11 -2.83 2.91 1.54  0.22
H12 -3.58 3.97 0.29  0.36
H13 -1.02 4.35 1.08  0.35
H14 -1.66 4.78 -0.50  0.35
H15 0.30 2.58 0.27  0.32
H16 0.16 3.42 -1.30  0.46
C7 3.89 1.68 -0.44  -0.55
C8 4.48 0.35 0.03  -0.76
N3 3.49 -0.60 0.62  -0.18
C9 2.63 -1.34 -0.09  0.62
S2 1.45 -2.26 0.96  -0.18
N4 2.67 -1.49 -1.41  -0.05
C10 1.87 -2.54 -2.13  -0.17
C11 1.73 -2.23 -3.60  -1.23
H17 4.42 2.11 -1.30  0.34
H18 3.85 2.39 0.40  0.36
H19 2.83 1.49 -0.72  -0.02
H20 5.17 0.53 0.86  0.43
H21 4.98 -0.16 -0.76  0.35
H22 3.28 -0.48 1.62  0.31
H23 3.38 -1.03 -1.94  0.28
H24 0.87 -2.55 -1.61  0.08
H25 2.23 -3.55 -1.89  0.40
H26 1.02 -1.39 -3.76  0.28
H27 1.35 -3.07 -4.23  0.38
H28 2.69 -1.98 -4.06  0.38

# 5
A structure of composition C11H29AgF3O7, computed with ωB97M-V/def2-TZVPD.

**Spin multiplicity**: 2
**Energy above the lowest of the compared OMol25 structures with the same formula, charge and spin**: 12.63 kcal/mol
**Energy**: -1409.6021 hartree
**<S²>**: 0.759

Each line ends with the Mulliken spin population.
Atoms and positions in Å:
Ag1 5.73 -26.39 -29.60  0.30
C1 3.04 -24.45 -29.13  -0.01
O1 1.67 -24.67 -28.73  0.00
O2 3.79 -25.47 -28.84  0.03
C2 2.97 -24.14 -30.64  0.00
F1 4.11 -23.61 -31.09  0.00
F2 2.72 -25.24 -31.40  0.00
F3 2.00 -23.25 -30.94  0.00
C3 1.07 -23.62 -28.04  0.00
C4 -0.42 -23.91 -27.92  0.00
H1 -0.84 -24.07 -28.91  0.00
H2 -0.56 -24.82 -27.34  0.00
H3 -0.93 -23.10 -27.39  0.00
H4 1.24 -22.65 -28.52  0.00
H5 1.52 -23.53 -27.03  0.00
H6 3.36 -23.48 -28.67  0.00
C5 8.53 -29.26 -28.72  0.00
C6 8.36 -28.55 -30.08  -0.02
C7 7.72 -29.44 -31.14  0.02
O3 7.75 -27.34 -29.99  0.58
H7 7.58 -29.64 -28.36  0.00
H8 8.93 -28.54 -28.00  0.00
H9 9.27 -30.06 -28.80  0.00
H10 9.39 -28.31 -30.42  0.06
H11 8.23 -30.40 -31.23  0.00
H12 7.72 -28.93 -32.10  0.00
H13 6.68 -29.63 -30.89  0.00
C8 6.67 -25.93 -32.82  0.00
O4 5.51 -25.92 -31.99  0.01
H14 6.68 -26.79 -33.49  0.00
H15 6.74 -25.00 -33.40  0.00
H16 7.54 -25.99 -32.17  0.00
H17 4.73 -25.90 -32.55  0.00
C9 4.61 -29.46 -29.07  0.00
O5 4.32 -28.33 -29.89  0.01
H18 4.71 -30.38 -29.67  0.00
H19 5.53 -29.30 -28.53  0.00
H20 3.80 -29.64 -28.35  0.00
H21 3.38 -28.33 -30.08  0.00
C10 5.44 -27.36 -26.32  0.00
O6 6.15 -26.52 -27.24  0.01
H22 4.46 -27.55 -26.75  0.00
H23 5.96 -28.31 -26.17  0.00
H24 5.29 -26.85 -25.37  0.00
H25 6.83 -26.04 -26.77  0.00
C11 6.67 -23.47 -28.56  0.00
O7 6.84 -24.27 -29.74  0.00
H26 7.54 -23.51 -27.90  0.00
H27 6.49 -22.42 -28.80  0.00
H28 5.79 -23.84 -28.03  0.00
H29 7.34 -23.76 -30.38  0.00

# 6
A structure of composition C11H29F5HfNO10S, computed with ωB97M-V/def2-TZVPD.

**Net charge**: +1
**Spin multiplicity**: 1
**Energy**: -2188.2685 hartree

Each line ends with the Mulliken charge.
Atoms and positions in Å:
Hf1 -0.40 -0.58 -0.67  2.04
F1 0.50 -3.75 -0.78  -0.55
F2 -3.42 -1.79 -0.40  -0.51
C1 -4.82 1.68 -4.77  0.63
F3 -5.54 0.94 -3.97  -0.19
F4 -4.30 0.90 -5.75  -0.20
F5 -5.61 2.64 -5.26  -0.20
S1 -3.44 2.61 -3.82  1.12
O1 -2.67 3.27 -4.82  -0.52
O2 -4.17 3.51 -2.91  -0.55
O3 -2.49 1.69 -3.16  -0.46
C2 0.71 -0.05 4.60  -1.43
C3 -0.46 -1.04 4.60  0.15
C4 -1.87 -0.61 5.20  -0.55
O4 -2.91 -1.54 4.99  -0.41
C5 -2.68 -2.83 5.62  -0.68
N1 -0.69 -1.63 3.29  -0.41
H1 1.64 -0.62 4.61  0.36
H2 0.75 0.45 5.57  0.39
H3 0.68 0.75 3.87  0.25
H4 -0.13 -1.88 5.21  0.35
H5 -2.21 0.31 4.74  0.29
H6 -1.93 -0.44 6.28  0.41
H7 -1.75 -3.26 5.23  0.29
H8 -3.47 -3.56 5.45  0.26
H9 -2.48 -2.74 6.69  0.31
H10 -1.55 -2.10 3.54  0.30
H11 -0.07 -2.42 3.36  0.29
C6 4.93 -0.21 0.08  -0.56
C7 5.93 -1.07 -0.74  -0.29
O5 5.66 -0.85 -2.15  -0.50
O6 3.67 -0.81 0.31  -0.46
H12 4.92 0.78 -0.38  0.33
H13 5.29 -0.03 1.10  0.33
H14 5.78 -2.13 -0.56  0.26
H15 6.94 -0.80 -0.45  0.34
H16 6.49 -1.03 -2.60  0.29
H17 3.92 -1.57 0.84  0.27
C8 -1.24 3.52 1.35  -0.40
C9 -0.24 3.92 0.27  -0.48
O7 0.55 2.81 -0.18  -0.44
O8 -1.72 2.21 1.07  -0.37
H18 -2.06 4.23 1.27  0.36
H19 -0.74 3.74 2.29  0.28
H20 0.40 4.73 0.62  0.33
H21 -0.81 4.26 -0.60  0.31
H22 1.16 3.20 -0.80  0.27
H23 -2.60 2.24 1.46  0.25
C10 0.35 -1.99 -5.22  -0.44
C11 1.40 -0.89 -5.10  -0.50
O9 1.76 -0.81 -3.70  -0.42
O10 -0.68 -1.85 -4.18  -0.41
H24 0.89 -2.90 -4.96  0.29
H25 0.05 -2.24 -6.23  0.41
H26 1.13 0.10 -5.48  0.29
H27 2.23 -1.17 -5.74  0.36
H28 2.72 -0.79 -3.73  0.24
H29 -1.29 -2.56 -4.39  0.26

- Which value of energy does entry 3 give?
  -3129.6179 hartree

- Among the records above, which one has the lowest energy?
  C11H28N2O3Si2Zn